1.
The following is a DFT calculation (ωB97M-V/def2-TZVPD) of an isolated molecule of C2H5N3 in a non-equilibrium geometry.

```
10
Properties=species:S:1:pos:R:3:forces:R:3
N 2.126 0.082 0.099 2.1369 0.6294 0.3354
C -0.043 -0.306 0.376 0.2801 1.0999 -1.2197
C -1.363 -0.251 -0.270 0.4784 2.3254 -0.8232
N 0.890 0.073 -0.462 -1.9969 -1.6767 1.6114
N -2.477 -0.194 0.360 0.7762 -0.9593 -1.0461
H 2.265 0.893 0.706 -0.1166 -0.3933 0.0429
H 2.842 0.132 -0.627 -0.4068 0.1700 0.1245
H -3.253 -0.103 -0.306 0.2159 0.2809 0.2162
H 0.050 -0.475 1.457 0.3933 -0.1569 -0.4225
H -1.037 0.148 -1.333 -1.7605 -1.3194 1.1811
```
Positions in Å, forces in eV/Å.

Properties
ΔE to the lowest compared entry with this formula, charge and spin	1.956	eV
2S+1	1
E_LUMO	0.409	eV
SMILES	[H]/N=C/C=N/N
frontier orbital gap	0.3508	hartree
highest occupied orbital energy	-9.1	eV

---

2.
The following is a DFT calculation (ωB97M-V/def2-TZVPD) of a 3-piece molecular cluster, C3H11NO3 overall in a non-equilibrium geometry.

```
18
Properties=species:S:1:pos:R:3:forces:R:3
C 0.677 0.823 -1.049 -1.6288 -0.2933 -0.2797
N 0.072 0.995 0.147 0.3802 -0.7332 0.2394
C -1.219 1.613 0.308 -0.5272 0.8029 -0.9968
C -2.424 0.655 0.313 0.0088 1.4212 0.7559
O 1.471 -0.052 -1.308 0.6876 0.1066 -0.1041
H 0.214 1.470 -1.816 0.4674 0.2505 -0.1192
H 0.309 0.250 0.795 0.1698 0.1350 0.2922
H -1.202 2.291 1.163 -0.0638 -0.2983 0.1782
H -1.382 2.267 -0.564 0.3028 0.0298 0.2411
H -3.243 1.170 0.816 -0.0249 0.0355 0.3181
H -2.838 0.525 -0.676 0.4030 -0.8151 -0.3597
H -2.198 -0.217 0.900 -0.1031 -0.6906 -0.2267
H 1.851 -1.953 -1.900 0.1033 -0.4807 0.3673
H 2.921 -2.995 -2.203 -0.0177 -0.0821 0.0397
O 2.087 -2.890 -1.736 -0.0789 0.5850 -0.2736
H 1.898 -0.947 2.925 0.0279 -0.1089 -0.0262
H 1.564 -1.961 1.799 0.0561 0.4336 0.1035
O 1.440 -1.042 2.085 -0.1626 -0.2978 -0.1492
```
Positions in Å, forces in eV/Å.

Properties
ΔE to the lowest compared entry with this formula, charge and spin	0.844	eV
2S+1	1
E_LUMO	0.770	eV
SMILES	CCNC=O.O.O
frontier orbital gap	0.3840	hartree
highest occupied orbital energy	-9.7	eV

---

3.
The following is a DFT calculation (ωB97M-V/def2-TZVPD) of C6H10O as an isolated structure.

```
17
Properties=species:S:1:pos:R:3:forces:R:3
C 1.916 -0.690 0.069 0.0308 -0.0260 -0.0252
C 0.730 0.139 0.525 0.1194 -0.0080 0.0693
C 0.505 1.459 -0.320 0.4828 0.0874 -0.0507
C -1.052 1.794 -0.573 -0.2037 -0.5467 0.2820
C -1.239 0.679 -0.015 -0.0019 0.3976 -0.2400
C -0.657 -0.591 0.432 -0.0492 0.1257 0.2381
O -0.749 -1.665 -0.468 0.0022 0.0803 -0.2469
H 1.788 -1.035 -0.962 0.0265 0.0574 0.1416
H 2.829 -0.085 0.111 -0.1309 -0.0710 0.0003
H 2.058 -1.573 0.700 -0.0209 0.1202 -0.0762
H 0.854 0.435 1.572 -0.0301 -0.0464 -0.1609
H 0.947 1.366 -1.317 -0.0620 0.0186 0.1445
H 0.956 2.318 0.182 -0.0916 -0.1217 -0.0720
H -3.536 -0.394 -0.235 -0.0454 -0.0407 0.0039
H -3.690 0.127 0.271 -0.0378 -0.0016 -0.0025
H -1.004 -0.970 1.394 0.0438 0.0838 -0.1163
H -0.656 -1.314 -1.365 -0.0319 -0.1090 0.1108
```
Positions in Å, forces in eV/Å.

Properties
ΔE to the lowest compared entry with this formula, charge and spin	5.187	eV
2S+1	1
E_LUMO	0.716	eV
frontier orbital gap	0.3753	hartree
highest occupied orbital energy	-9.5	eV

---

4.
The following is a DFT calculation (ωB97M-V/def2-TZVPD) of C28H40IInNO8PSb2 as an isolated structure in a non-equilibrium geometry.

```
82
Properties=species:S:1:pos:R:3:forces:R:3
In -0.782 -0.636 0.436 -0.4531 -0.4179 1.3442
C 2.193 0.102 4.589 -0.1915 0.1514 -0.3130
Sb 1.543 0.754 2.612 0.8439 -0.4252 0.5078
C 2.496 -0.869 1.558 -0.3015 0.0792 0.0582
C 3.396 1.994 2.331 -0.1259 -0.4061 -0.1892
C 2.959 3.364 2.593 -0.0228 0.4973 0.1434
C 2.945 3.812 3.910 0.0039 0.0615 0.1314
C 2.406 5.033 4.264 -0.0090 0.1505 0.1490
C 1.846 5.834 3.286 -0.1162 0.1439 0.0637
C 1.871 5.414 1.967 -0.0830 0.0642 0.0772
C 2.444 4.204 1.587 0.0673 0.2073 0.2954
C 2.548 3.875 0.152 -0.2013 -0.4473 -0.4877
Sb 1.274 2.218 -0.655 0.0943 0.8764 -0.1671
C 1.064 3.292 -2.535 0.1423 -0.2436 0.2111
C -0.543 3.071 0.134 0.0955 -0.1065 0.0416
H 3.197 -0.316 4.545 0.0755 0.0293 -0.1074
H 1.494 -0.653 4.927 -0.2032 -0.1443 0.0196
H 2.173 0.937 5.285 0.0159 0.1120 0.0302
H 3.536 -0.983 1.855 0.0611 0.0732 0.0756
H 2.430 -0.665 0.493 0.0899 -0.0195 -0.1523
H 1.934 -1.767 1.784 -0.0449 -0.2403 0.0466
H 3.752 1.834 1.319 0.0508 -0.0785 -0.1370
H 4.150 1.664 3.042 0.0148 -0.1424 0.0546
H 3.357 3.164 4.673 0.0444 -0.0580 0.0867
H 2.421 5.355 5.299 -0.0339 -0.0072 0.0265
H 1.395 6.784 3.546 -0.0094 0.0211 -0.0136
H 1.431 6.042 1.204 0.0428 0.0604 -0.0915
H 3.566 3.566 -0.096 0.0544 -0.0111 -0.0459
H 2.305 4.752 -0.446 -0.0078 0.0098 -0.0659
H 0.821 4.340 -2.377 -0.0217 0.0519 0.1506
H 0.272 2.832 -3.113 -0.0962 -0.0957 -0.0718
H 1.986 3.225 -3.105 0.1367 -0.0171 -0.0839
H -0.608 4.134 -0.089 0.0820 0.0611 -0.0327
H -0.566 2.914 1.211 -0.0528 0.0202 0.0058
H -1.388 2.560 -0.320 -0.1099 -0.0685 -0.0546
O -1.232 -1.692 4.750 0.3026 0.0739 0.4780
C -1.262 -1.581 3.536 -1.6400 -0.4876 0.1209
O -0.307 -1.247 2.778 1.3709 0.4800 -1.1715
C -2.627 -1.899 2.772 0.9632 -0.1722 1.3060
O -3.382 -2.704 3.292 -0.5615 -0.4101 0.0422
O -2.781 -1.286 1.682 0.0267 0.6715 -1.7171
O -1.811 3.945 -6.443 0.2223 -0.4644 -0.4700
C -2.281 4.224 -5.343 -0.2562 -0.1823 0.5147
O -2.554 5.312 -4.820 -0.2353 0.3481 0.2636
C -2.568 3.013 -4.379 0.6298 -0.0527 0.0758
C -3.512 3.121 -3.348 -0.1984 -0.1059 -0.0401
C -3.720 2.078 -2.494 0.0431 0.0463 -0.0971
N -2.957 0.950 -2.561 0.2083 1.1295 -1.0431
C -1.940 0.868 -3.463 0.3643 -0.1242 0.3942
C -1.765 1.874 -4.390 -0.5231 0.2343 -0.3025
C -0.835 -0.178 -3.168 -0.0183 0.4930 0.5414
O -0.701 -1.180 -3.844 -0.2000 -0.5697 -0.7410
O -0.201 0.209 -2.156 -0.0329 0.1738 -0.4943
H -4.089 4.028 -3.256 0.0155 0.0622 0.0154
H -4.486 2.092 -1.729 0.0201 -0.1252 -0.0206
H -0.998 1.773 -5.144 0.0991 0.0313 0.0055
C 2.232 -5.091 0.678 -0.0051 -0.0442 -0.0906
C 1.284 -5.162 -0.513 -0.1765 0.5211 0.0270
P 0.021 -3.777 -0.401 -0.2809 -0.8063 -0.1232
C -0.953 -4.016 -1.984 0.2699 0.2895 0.1520
C -0.872 -5.340 -2.736 -0.0884 0.1072 0.1485
C -1.143 -4.467 0.878 0.2053 0.1700 -0.1645
C -1.815 -5.809 0.629 0.0904 0.1474 0.0600
H 3.033 -5.827 0.590 0.0346 -0.0155 0.0446
H 1.700 -5.279 1.609 0.0159 0.0105 0.1077
H 2.677 -4.097 0.740 0.0589 0.0041 0.0842
H 0.806 -6.142 -0.580 -0.0006 0.0457 -0.0750
H 1.844 -4.988 -1.435 -0.0343 -0.0790 -0.0382
H -0.624 -3.215 -2.655 -0.1612 0.0088 0.0800
H -1.996 -3.807 -1.724 0.0154 0.0999 -0.0019
H 0.132 -5.518 -3.113 0.1195 -0.0731 -0.0247
H -1.544 -5.300 -3.592 -0.0341 -0.0597 -0.1205
H -1.166 -6.184 -2.116 0.0135 -0.1395 0.0365
H -1.916 -3.706 1.010 0.0317 0.0718 0.1118
H -0.580 -4.495 1.814 -0.0655 0.1263 0.0385
H -2.448 -5.763 -0.254 -0.0714 -0.0928 -0.1135
H -2.447 -6.059 1.480 -0.0612 -0.0490 0.0374
H -1.084 -6.606 0.504 0.0222 -0.1517 -0.0690
I -5.035 -1.243 -2.636 0.4539 0.2745 0.1841
C -3.297 -0.172 -1.783 -0.7442 -1.2620 0.6191
H -2.505 -0.913 -1.778 -0.0962 0.0734 -0.0229
H -3.610 0.073 -0.772 0.0573 0.0319 -0.0532
```
Positions in Å, forces in eV/Å.

Properties
ΔE to the lowest compared entry with this formula, charge and spin	3.372	eV
2S+1	1
E_LUMO	2.963	eV
frontier orbital gap	0.2068	hartree
total charge	-2
highest occupied orbital energy	-2.7	eV

---

5.
The following is a DFT calculation (ωB97M-V/def2-TZVPD) of a 2-piece molecular cluster, C7H17NP overall in a non-equilibrium geometry.

```
26
Properties=species:S:1:pos:R:3:forces:R:3
C -0.220 -2.563 -0.153 0.2035 -2.5598 1.6820
C 0.137 -1.556 -1.161 0.9401 0.1740 -2.4305
C -0.146 -1.476 0.979 0.5465 -0.2368 0.8487
C 0.093 -0.494 -0.142 1.7365 2.6067 2.0951
C -2.619 1.633 1.242 2.3033 0.8963 2.2291
C 3.451 -0.236 0.545 -1.9653 -2.5277 0.2988
C -1.264 1.703 0.479 0.2386 1.2616 1.4089
N -1.005 0.485 -0.374 0.2988 0.4313 -2.2024
P 2.160 0.972 0.179 -1.8837 -0.4946 -1.6743
H -1.224 -2.968 -0.396 0.4820 0.1496 0.8582
H 0.471 -3.416 0.018 -0.4451 0.4837 -0.4240
H 1.104 -1.638 -1.598 1.1171 -0.2791 -0.1237
H -0.473 -1.558 -2.062 -0.6008 0.5450 0.0591
H -1.136 -1.400 1.406 -0.1242 0.4022 0.6699
H 0.669 -1.438 1.811 -1.4891 -0.6878 -1.5433
H -2.699 2.577 1.921 0.4594 -1.7693 -0.9723
H -3.464 1.720 0.654 -1.7137 -0.3359 -1.4865
H -2.598 0.716 1.883 -0.3861 0.8472 -0.4616
H 2.806 -1.176 0.865 1.9174 1.4222 -0.4393
H 4.171 0.023 1.274 0.0588 0.5645 1.6291
H 4.150 -0.461 -0.238 -0.4564 -0.3002 -1.1638
H -0.491 1.753 1.366 -0.9994 -0.0160 -2.4331
H -1.248 2.588 -0.248 0.3291 -1.1265 1.4120
H -0.707 0.710 -1.339 -0.1730 1.1370 0.5260
H -1.890 0.046 -0.647 -0.2828 -0.5137 0.8497
H 1.721 1.238 1.462 -0.1113 -0.0739 0.7882
```
Positions in Å, forces in eV/Å.

Properties
ΔE to the lowest compared entry with this formula, charge and spin	2.783	eV
2S+1	1
E_LUMO	-3.728	eV
frontier orbital gap	0.3160	hartree
total charge	+1
highest occupied orbital energy	-12.3	eV

---

6.
The following is a DFT calculation (ωB97M-V/def2-TZVPD) of an isolated molecule of C12H11F2NO2S in a non-equilibrium geometry.

```
29
Properties=species:S:1:pos:R:3:forces:R:3
O 3.011 -0.833 2.503 -3.7069 -0.2670 0.9420
F 1.487 1.011 1.186 -0.3994 -1.1658 1.0087
F -0.286 0.242 2.297 0.5445 0.5732 0.0923
O 1.173 -1.657 3.658 0.6075 1.5279 -1.5079
S 0.445 -1.284 0.363 0.4463 0.0309 -0.6110
C 1.777 -0.883 2.692 4.0030 -0.4632 0.1696
C 0.026 -0.162 -0.910 -0.9301 0.2936 -0.1453
C 0.856 0.465 -1.806 -0.5075 -0.5907 0.7409
C -3.713 0.579 -1.070 -0.1321 0.2586 -0.5826
C -3.685 1.442 -2.186 1.2613 0.2463 -0.4682
C -2.566 -0.022 -0.601 0.4277 0.7408 -0.6507
C -2.433 1.730 -2.775 -0.9874 0.0173 0.4347
C -1.330 0.303 -1.208 -0.2134 -1.8881 2.2416
C -1.257 1.171 -2.248 -0.4055 0.8848 -0.9981
N 0.089 1.285 -2.592 0.2357 0.8470 -1.1878
C 2.085 -2.365 4.514 0.7711 -0.1645 0.1825
C 2.312 0.245 -1.937 0.3084 1.3796 -0.4074
C 0.889 -0.118 1.689 -1.1471 -0.2208 0.0115
H -4.673 0.409 -0.622 -0.1935 -0.2998 0.3058
H -4.618 1.891 -2.602 0.9775 -0.4305 0.4531
H -2.584 -0.697 0.224 -0.0338 -0.3372 0.4627
H -2.411 2.404 -3.605 0.1463 0.3118 -0.4764
H 0.432 1.927 -3.319 -0.1744 -0.7750 0.7306
H 1.494 -2.911 5.234 -0.4044 0.1154 0.0708
H 2.797 -1.714 5.053 -0.5140 0.0090 -0.4511
H 2.673 -3.101 3.963 -0.0638 0.1977 -0.2544
H 2.853 1.168 -1.609 -0.2064 -0.6772 -0.4265
H 2.637 -0.559 -1.286 -0.0566 -0.1622 -0.0840
H 2.519 0.035 -2.997 0.3471 0.0081 0.4047
```
Positions in Å, forces in eV/Å.

Properties
2S+1	1
E_LUMO	0.705	eV
SMILES	COC(=O)C(F)(F)Sc1c(C)[nH]c2ccccc12
frontier orbital gap	0.3239	hartree
highest occupied orbital energy	-8.1	eV

---

7.
The following is a DFT calculation (ωB97M-V/def2-TZVPD) of C24H20N3O13SY as an isolated structure.

```
62
Properties=species:S:1:pos:R:3:forces:R:3
Y 0.781 -0.180 0.256 -0.0802 -0.1018 0.2445
O -3.752 -0.942 0.024 0.0181 -0.0105 -0.0354
C -2.461 -0.935 0.321 -0.0369 0.0366 0.0141
O -1.574 -0.996 -0.497 0.0443 0.0130 0.0494
C -2.179 -0.858 1.790 -0.0167 -0.0138 0.0001
C -3.140 -0.813 2.786 0.0141 -0.0012 -0.0141
C -2.700 -0.769 4.102 0.0018 0.0011 0.0097
C -1.340 -0.775 4.374 -0.0287 -0.0154 0.0058
C -0.458 -0.818 3.305 -0.0353 0.0134 0.0032
N -0.879 -0.857 2.048 0.0268 0.1021 0.0063
C 1.049 -0.849 3.413 -0.0038 0.0316 0.0381
O 1.591 -0.425 4.532 0.0387 0.0052 0.0746
O 1.703 -1.269 2.485 -0.0942 0.0235 -0.0120
H -3.841 -0.982 -0.942 -0.0005 0.0056 0.0046
H -4.190 -0.812 2.535 -0.0009 0.0000 -0.0011
H -3.414 -0.728 4.913 -0.0004 -0.0005 0.0006
H -0.980 -0.735 5.392 0.0012 -0.0029 -0.0070
H 1.005 0.193 5.043 0.0087 -0.0357 -0.0774
O 2.321 1.308 -5.711 0.0037 -0.0051 0.0068
C 1.914 0.909 -4.487 0.0119 0.0194 -0.0295
C 2.233 -0.346 -3.971 -0.0449 -0.0039 0.0099
C 1.777 -0.651 -2.706 0.0449 0.0013 -0.0885
N 1.048 0.210 -2.008 -0.0022 0.0344 -0.1427
C 0.729 1.407 -2.494 -0.0112 0.0170 -0.0795
C 1.150 1.808 -3.742 -0.0316 -0.0102 -0.0061
C -0.120 2.253 -1.540 0.0723 -0.0281 -0.0616
O -0.454 3.375 -1.874 -0.1040 -0.0033 0.0356
O -0.392 1.644 -0.436 0.1051 -0.0840 0.0220
C 2.055 -1.966 -1.976 -0.0277 -0.0085 -0.0152
O 2.581 -2.878 -2.575 0.0244 0.0082 0.0106
O 1.661 -1.942 -0.741 0.0563 0.0464 -0.0631
H 2.846 0.613 -6.124 -0.0035 0.0029 -0.0005
H 2.819 -1.075 -4.517 0.0013 -0.0013 0.0008
H 0.895 2.785 -4.126 -0.0098 0.0034 0.0068
C -2.651 5.234 0.564 0.0050 0.0016 -0.0056
C -1.966 4.691 1.785 -0.0232 -0.0304 -0.0168
C -1.397 5.525 2.741 0.0170 0.0087 0.0094
C -0.679 5.006 3.810 0.0182 0.0289 0.0027
C -0.546 3.631 3.932 -0.0108 -0.0470 -0.0251
C -1.157 2.781 3.018 -0.0073 0.0087 -0.0315
C -1.858 3.310 1.954 -0.0047 0.0231 0.0227
S 0.612 2.984 5.088 -0.0209 0.0097 0.0112
O 0.843 3.981 6.083 -0.0010 0.0108 0.0077
O 0.177 1.650 5.495 0.0030 0.0469 -0.0033
N 1.994 2.698 4.261 0.0744 0.0256 0.0186
C 2.444 3.610 3.192 0.0105 -0.0120 0.0610
C 3.172 2.804 2.122 -0.0005 -0.0067 -0.0304
C 2.300 1.760 1.454 -0.0749 -0.0321 0.0185
O 2.667 1.205 0.387 0.1147 0.0348 0.0377
O 1.206 1.431 2.006 0.0026 -0.1337 -0.0351
H -2.591 6.321 0.524 -0.0040 0.0013 0.0061
H -3.704 4.949 0.548 -0.0053 -0.0013 0.0072
H -2.181 4.823 -0.332 0.0137 0.0037 -0.0059
H -1.484 6.599 2.632 -0.0039 -0.0007 -0.0001
H -0.201 5.656 4.530 -0.0027 0.0004 0.0068
H -1.039 1.713 3.114 0.0109 -0.0191 0.0282
H -2.269 2.649 1.202 -0.0052 0.0139 -0.0001
H 1.917 1.762 3.882 -0.0129 0.0123 0.0070
H 3.109 4.362 3.615 -0.0084 0.0000 0.0077
H 1.594 4.121 2.735 -0.0018 0.0083 -0.0138
H 4.035 2.281 2.547 -0.0146 -0.0065 0.0043
H 3.564 3.464 1.349 -0.0092 0.0119 0.0012
```
Positions in Å, forces in eV/Å.

Properties
ΔE to the lowest compared entry with this formula, charge and spin	0.000	eV
2S+1	1
E_LUMO	-1.473	eV
frontier orbital gap	0.2919	hartree
highest occupied orbital energy	-9.4	eV